(1)
This record from the Open Molecules 2025 dataset describes a molecular structure, C37H51N4OP2Tc. The level of theory is ωB97M-V with the def2-TZVPD basis set.

Results
HOMO (alpha / beta) = -17.12 / -16.93 eV
LUMO energy (alpha / beta) = -9.6 / -12.3 eV
Orbital gap (alpha / beta) = 7.51 / 4.64 eV
2S+1 = 4
E = -67949.808 eV
⟨S²⟩ = 3.789
ΔE to the lowest compared entry with this formula, charge and spin = 461.8 kJ/mol
Charge = +3

Last column: Mulliken charge in e.
Element x y z (Å)
C: -0.81 2.62 -0.99  0.086
C: -1.78 0.71 -1.93  0.005
C: -1.57 3.43 -1.85  -0.858
C: -2.66 1.48 -2.72  -1.370
C: -2.54 2.87 -2.66  -0.952
H: -1.37 4.48 -1.82  0.613
H: -3.23 0.95 -3.51  0.559
H: -3.18 3.48 -3.28  0.505
N: -1.19 1.31 -0.80  0.969
P: 0.65 2.05 1.24  2.082
P: -0.90 -1.94 -1.36  1.114
C: 0.43 3.15 -0.26  -1.486
H: 1.35 3.21 -0.89  0.508
H: 0.21 4.19 0.01  0.696
C: 1.06 -1.50 1.19  -0.142
O: 1.70 -2.44 1.54  -0.236
C: -1.23 -0.53 -2.48  -0.909
H: -1.88 -0.87 -3.28  1.138
C: -0.21 -3.15 -2.69  1.923
C: -2.11 -2.91 -0.22  1.421
C: 2.52 2.20 1.40  1.321
C: -0.42 3.06 2.47  2.348
C: 1.21 -3.49 -2.16  -1.398
H: 1.22 -3.72 -1.05  0.182
H: 1.59 -4.39 -2.71  0.542
H: 1.89 -2.63 -2.35  0.217
C: -1.06 -4.39 -2.91  -2.029
H: -1.19 -5.04 -2.05  0.426
H: -2.04 -4.10 -3.32  0.465
H: -0.55 -4.97 -3.69  0.509
C: -0.20 -2.56 -4.11  -1.805
H: 0.50 -3.16 -4.72  0.606
H: -1.20 -2.59 -4.59  0.382
H: 0.12 -1.52 -4.16  0.184
C: -1.22 -4.03 0.44  -1.130
H: -0.31 -3.61 0.90  0.050
H: -1.79 -4.53 1.24  0.552
H: -0.91 -4.82 -0.28  0.236
C: -2.65 -1.90 0.86  -1.086
H: -1.81 -1.34 1.35  -0.179
H: -3.38 -1.16 0.43  0.380
H: -3.14 -2.47 1.68  0.669
C: -3.33 -3.50 -0.96  -1.612
H: -3.09 -4.28 -1.71  0.356
H: -3.95 -3.99 -0.19  0.500
H: -3.94 -2.70 -1.45  0.371
C: 0.00 2.73 3.92  -1.559
H: -0.77 3.17 4.58  0.579
H: 0.02 1.65 4.11  0.111
H: 0.96 3.19 4.19  0.352
C: -1.88 2.64 2.22  -1.392
H: -2.21 2.92 1.21  0.243
H: -2.01 1.55 2.36  -0.123
H: -2.50 3.15 2.96  0.663
C: -0.34 4.59 2.29  -1.794
H: -0.77 5.06 3.19  0.525
H: 0.68 4.96 2.19  0.306
H: -0.94 4.94 1.44  0.452
C: 3.24 1.70 0.13  -1.731
H: 3.00 2.31 -0.75  0.392
H: 4.32 1.76 0.29  0.646
H: 2.98 0.67 -0.11  -0.008
C: 2.98 1.32 2.58  -1.292
H: 2.79 0.25 2.37  0.104
H: 4.06 1.45 2.73  0.544
H: 2.45 1.57 3.52  0.302
C: 2.90 3.66 1.62  -1.574
H: 2.56 4.29 0.79  0.300
H: 2.52 4.07 2.56  0.362
H: 4.00 3.74 1.65  0.538
Tc: 0.05 -0.04 0.49  -0.709
N: 1.05 0.01 -1.17  0.721
C: 0.63 -0.16 -2.39  -0.548
C: 1.49 0.10 -3.57  0.690
C: 2.79 -0.40 -3.36  -0.236
C: 1.12 0.82 -4.75  0.006
C: 3.76 -0.11 -4.31  -1.087
H: 2.99 -1.05 -2.49  0.030
C: 2.12 1.09 -5.67  -0.974
H: 0.09 1.09 -4.95  0.546
C: 3.45 0.64 -5.46  -0.502
H: 4.77 -0.53 -4.14  0.439
H: 1.91 1.61 -6.62  0.465
H: 4.23 0.83 -6.18  0.501
N: -1.78 -3.09 7.95  -0.349
C: -1.49 -2.45 7.02  -0.385
C: -1.18 -1.70 5.84  0.475
C: -2.18 -1.09 5.08  -0.959
C: -1.85 -0.52 3.86  -0.074
N: -0.61 -0.57 3.35  0.508
C: 0.38 -1.06 4.12  -0.127
C: 0.13 -1.60 5.38  -0.937
H: -3.21 -1.07 5.42  0.561
H: -2.65 -0.06 3.27  0.412
H: 1.39 -1.06 3.69  0.285
H: 0.97 -1.95 5.95  0.579

(2)
This record from the Open Molecules 2025 dataset describes 7 unconnected molecules or ions with the total composition C37H52N2O14. The level of theory is ωB97M-V with the def2-TZVPD basis set.

Results
HOMO = -6.81 eV
LUMO energy = -5.1 eV
Orbital gap = 1.67 eV
E = -70841.240 eV
Charge = 0

Last column: Mulliken charge in e.
Element x y z (Å)
C: 2.93 -4.49 -5.79  -1.588
C: 1.92 -4.12 -4.68  1.086
C: 0.76 -3.40 -5.45  -1.142
C: -0.32 -4.42 -6.05  -0.737
C: -0.82 -5.37 -4.91  -1.084
C: 0.29 -6.26 -4.18  0.949
N: 1.51 -5.37 -3.94  0.903
O: 2.55 -5.92 -3.19  -0.335
C: 0.64 -7.55 -5.04  -1.421
C: -0.20 -6.69 -2.77  -1.630
C: 2.39 -3.13 -3.48  -1.575
H: 3.74 -5.12 -5.41  0.371
H: 3.36 -3.60 -6.25  0.457
H: 2.44 -4.94 -6.65  0.329
H: 1.08 -2.75 -6.26  0.463
H: 0.27 -2.72 -4.75  0.415
H: 0.25 -5.03 -6.75  0.269
H: -1.11 -3.95 -6.63  0.429
H: -1.69 -5.97 -5.19  0.549
H: -1.27 -4.76 -4.12  0.417
H: -0.31 -7.98 -5.38  0.377
H: 1.22 -8.25 -4.44  0.404
H: 1.24 -7.30 -5.91  0.352
H: -1.09 -7.30 -2.69  0.378
H: -0.51 -5.78 -2.26  0.413
H: 0.62 -7.28 -2.34  0.442
H: 2.72 -2.10 -3.63  0.361
H: 3.26 -3.59 -3.01  0.452
H: 1.66 -3.04 -2.68  0.430
N: -2.80 0.61 0.35  1.067
O: -3.33 1.68 0.17  -0.601
O: -2.71 -0.09 -0.58  -0.583
O: -2.37 0.16 1.46  -0.617
C: -5.88 -0.17 -8.74  -0.448
C: -5.49 0.32 -10.02  -0.407
C: -4.60 1.44 -10.10  0.445
C: -4.17 1.97 -8.94  -0.365
C: -4.51 1.47 -7.64  -0.718
C: -5.48 0.45 -7.58  0.625
O: -5.90 -0.05 -6.43  -0.516
O: -4.28 1.89 -11.35  -0.529
H: -6.45 -1.09 -8.70  0.375
H: -5.79 -0.09 -10.97  0.381
H: -3.46 2.78 -8.88  0.264
H: -4.14 1.92 -6.73  0.306
H: -5.27 0.28 -5.79  0.304
H: -3.50 2.43 -11.20  0.282
C: -3.13 1.17 8.12  -0.360
C: -2.88 0.33 9.24  -0.507
C: -3.94 -0.41 9.83  0.501
C: -5.30 -0.01 9.54  -0.338
C: -5.52 0.74 8.37  -0.536
C: -4.45 1.31 7.70  0.359
O: -4.61 2.07 6.52  -0.555
O: -3.88 -1.24 10.95  -0.530
H: -2.26 1.53 7.59  0.362
H: -1.92 0.08 9.66  0.363
H: -6.12 -0.36 10.15  0.256
H: -6.51 1.07 8.09  0.347
H: -4.13 1.56 5.86  0.337
H: -4.73 -1.34 11.39  0.302
C: 1.99 -6.90 5.16  -0.524
C: 2.04 -7.61 6.38  -0.560
C: 1.07 -7.35 7.33  0.692
C: 0.08 -6.36 7.19  -0.774
C: 0.15 -5.63 6.05  -0.452
C: 1.14 -5.86 5.11  0.655
O: 1.31 -5.09 3.99  -0.530
O: 0.88 -8.25 8.29  -0.528
H: 2.78 -7.04 4.44  0.364
H: 2.71 -8.46 6.43  0.374
H: -0.57 -6.07 7.99  0.388
H: -0.55 -4.84 5.84  0.285
H: 0.67 -4.37 3.88  0.300
H: -0.02 -8.22 8.62  0.310
C: -0.75 9.54 1.28  -0.691
C: -1.41 8.61 0.58  -0.298
C: -1.75 8.81 -0.75  0.617
C: -1.62 10.03 -1.37  -0.767
C: -0.87 10.95 -0.69  -0.256
C: -0.38 10.72 0.59  0.551
O: 0.34 11.66 1.23  -0.539
O: -2.50 7.89 -1.37  -0.531
H: -0.36 9.41 2.28  0.382
H: -1.72 7.75 1.16  0.279
H: -1.98 10.11 -2.38  0.391
H: -0.68 11.94 -1.10  0.269
H: 0.73 12.34 0.67  0.293
H: -2.57 7.06 -0.89  0.301
C: 5.80 2.54 2.95  -0.784
O: 6.45 3.71 3.49  -0.322
C: 6.06 4.85 2.83  -0.390
C: 7.00 6.10 3.01  -0.545
O: 8.33 5.94 2.41  -0.313
C: 9.34 6.84 2.84  -0.780
H: 6.16 1.95 2.11  0.315
H: 4.72 2.63 2.78  0.325
H: 5.97 1.81 3.74  0.287
H: 5.06 5.22 3.02  0.325
H: 6.14 4.64 1.76  0.303
H: 7.34 6.34 4.02  0.355
H: 6.48 6.98 2.64  0.308
H: 9.48 6.99 3.91  0.317
H: 9.13 7.85 2.50  0.318
H: 10.36 6.59 2.54  0.278

- charge of number 1 (C37H51N4OP2Tc)?
  +3

- Look up the charge of the first one.
  +3

- What is the E in the first record?
  -67949.808 eV